The following is a quantum chemistry calculation of a structure of composition C22H30F2N3Ru, from OMol25.

Each line ends with the natural charge from an NBO analysis.
CARTESIAN COORDINATES (ANGSTROEM)
Ru (1.17, 0.34, -0.58)  0.806
C (0.22, 0.19, 1.93)  -0.268
C (-0.38, -0.85, 1.18)  0.033
C (-1.25, -0.22, 0.19)  0.051
C (-1.04, 1.18, 0.33)  -0.316
C (-0.16, 1.44, 1.40)  0.080
C (0.35, 2.80, 1.83)  -0.114
C (-0.64, 3.90, 1.43)  -0.599
C (1.68, 3.04, 1.07)  -0.582
C (0.60, 2.84, 3.34)  -0.595
C (-2.29, -0.71, -0.81)  -0.116
C (-1.66, -0.74, -2.21)  -0.597
C (-3.47, 0.29, -0.83)  -0.593
C (-2.92, -2.08, -0.53)  -0.598
C (0.02, -2.30, 1.39)  -0.094
C (-1.08, -3.16, 2.03)  -0.601
C (1.23, -2.38, 2.34)  -0.599
C (0.49, -2.90, 0.05)  -0.588
H (0.84, 0.07, 2.80)  0.241
H (-1.57, 1.94, -0.22)  0.253
H (-0.71, 3.97, 0.35)  0.213
H (-0.31, 4.86, 1.81)  0.222
H (-1.63, 3.68, 1.84)  0.212
H (1.55, 2.85, -0.01)  0.212
H (2.46, 2.39, 1.47)  0.213
H (2.00, 4.07, 1.19)  0.223
H (-0.32, 2.61, 3.87)  0.213
H (0.95, 3.82, 3.64)  0.222
H (1.36, 2.11, 3.63)  0.206
H (-1.38, 0.27, -2.52)  0.220
H (-2.37, -1.13, -2.93)  0.220
H (-0.76, -1.37, -2.24)  0.213
H (-3.19, 1.24, -1.26)  0.205
H (-3.83, 0.45, 0.19)  0.209
H (-4.28, -0.13, -1.42)  0.219
H (-2.21, -2.89, -0.60)  0.207
H (-3.69, -2.26, -1.28)  0.221
H (-3.40, -2.08, 0.44)  0.207
H (-1.35, -2.75, 3.00)  0.210
H (-0.71, -4.17, 2.18)  0.217
H (-1.97, -3.21, 1.43)  0.220
H (0.97, -2.01, 3.33)  0.205
H (2.07, -1.82, 1.94)  0.212
H (1.53, -3.42, 2.45)  0.221
H (-0.32, -3.14, -0.62)  0.214
H (1.05, -3.82, 0.24)  0.224
H (1.17, -2.19, -0.47)  0.205
N (1.14, 0.83, -2.66)  -0.602
C (1.47, 0.48, -3.72)  0.515
C (1.83, 0.12, -4.99)  -0.568
C (1.24, -1.00, -5.58)  0.300
N (0.73, -1.92, -6.04)  -0.354
C (2.76, 0.89, -5.69)  0.297
N (3.52, 1.56, -6.25)  -0.343
F (3.68, 1.25, -0.71)  -0.363
C (3.31, 0.13, 0.02)  0.339
F (3.39, -0.91, -0.91)  -0.371
H (4.10, -0.05, 0.76)  0.161

Results
Multiplicity: 2
Frontier orbital gap (alpha / beta), eV: 5.3 / 6.9
<S²>: 1.056
HOMO (alpha / beta), eV: -7.95 / -7.94

The following is a quantum chemistry calculation of the molecule C3H5N3S, from OMol25.

Each line ends with the natural charge from an NBO analysis.
CARTESIAN COORDINATES (ANGSTROEM)
C (-1.77, -1.02, -0.09)  0.022
C (-1.89, 0.32, -0.11)  -0.365
C (-0.55, 0.90, 0.07)  0.386
H (2.46, -0.02, 1.01)  0.110
H (-0.26, -2.11, 0.74)  0.382
H (-2.51, -1.78, -0.16)  0.218
H (-2.80, 0.88, -0.25)  0.233
H (-0.79, 2.72, -0.09)  0.341
N (0.29, -0.23, 0.28)  -0.423
N (-0.45, -1.42, 0.02)  -0.415
N (-0.08, 2.07, 0.07)  -0.710
S (1.92, -0.24, -0.19)  0.221

Results
Frontier orbital gap, eV: 9.0
HOMO, eV: -8.23

Number 1: maximum force 4.35 eV/Å, electronic energy -1315.00061 Ha. Number 2: maximum force 1.74 eV/Å, electronic energy -679.70510 Ha.